Record 1
Entry from OMol25: a molecular structure, C51H43N3OP3S3Ta (ωB97M-V/def2-TZVPD).

Values from the calculation:
- Net charge: +2
- LUMO: -6.5 eV
- Highest occupied orbital energy: -12.47 eV
- Frontier orbital gap: 0.220 Ha
- Multiplicity: 1

Atoms and positions in Å:
Ta  -1.258  1.515  -1.553
C  4.259  3.124  3.956
S  2.634  2.727  4.628
C  2.646  0.910  4.512
C  1.495  0.369  3.671
C  1.563  0.872  2.237
N  0.428  0.447  1.388
P  -0.881  1.478  1.172
C  -1.580  1.803  2.793
C  -2.441  0.828  3.302
C  -2.863  0.898  4.620
C  -2.423  1.941  5.427
C  -1.570  2.913  4.919
C  -1.147  2.854  3.598
C  -0.341  3.109  0.594
C  0.786  3.346  -0.200
C  0.995  4.611  -0.757
C  0.088  5.625  -0.519
C  -1.043  5.394  0.271
C  -1.273  4.146  0.807
P  -0.067  -1.142  0.942
C  1.120  -2.256  1.745
C  2.506  -2.077  1.841
C  3.288  -2.967  2.555
C  2.697  -4.060  3.185
C  1.327  -4.249  3.106
C  0.541  -3.344  2.397
C  0.247  -1.149  -0.949
C  0.695  0.289  -1.453
C  2.608  -0.140  -3.469
C  2.987  -1.446  -4.254
C  2.403  -2.661  -3.870
C  1.747  -2.959  -2.663
H  4.365  4.207  4.000
H  4.359  2.807  2.917
H  5.050  2.679  4.557
H  2.574  0.511  5.523
H  3.613  0.597  4.111
H  0.549  0.675  4.125
H  1.516  -0.723  3.693
H  2.506  0.581  1.768
H  1.567  1.965  2.255
H  -2.782  0.016  2.670
H  -3.535  0.148  5.013
H  -2.754  1.999  6.456
H  -1.225  3.719  5.553
H  -0.466  3.610  3.226
H  1.526  2.570  -0.341
H  1.877  4.797  -1.355
H  0.253  6.606  -0.945
H  -1.754  6.193  0.436
H  -2.164  3.975  1.396
H  2.979  -1.224  1.371
H  4.357  -2.809  2.634
H  3.307  -4.754  3.749
H  0.863  -5.087  3.609
H  -0.534  -3.480  2.358
H  1.438  0.708  -0.773
H  2.525  0.704  -4.145
H  3.329  -1.371  -5.275
H  2.453  -3.457  -4.607
H  1.259  -3.917  -2.555
O  -0.340  1.764  -3.816
C  -1.074  0.819  -3.553
C  -1.406  -0.405  -4.276
C  -1.476  -0.539  -5.655
C  -1.787  -1.785  -6.181
C  -1.995  -2.868  -5.330
C  -1.893  -2.729  -3.948
C  -1.603  -1.483  -3.410
P  -1.490  -1.128  -1.613
C  -2.474  -2.440  -0.885
C  -3.864  -2.344  -0.870
C  -4.621  -3.389  -0.357
C  -3.995  -4.526  0.139
C  -2.610  -4.626  0.122
C  -1.851  -3.583  -0.389
C  1.404  -1.705  -1.825
C  2.531  -2.428  -1.281
C  3.940  -2.104  -1.262
C  4.564  -1.257  -2.086
C  3.970  -0.557  -3.208
C  1.403  -0.443  -2.647
H  -1.314  0.318  -6.296
H  -1.878  -1.915  -7.251
H  -2.255  -3.832  -5.748
H  -2.067  -3.581  -3.302
H  -4.364  -1.464  -1.257
H  -5.700  -3.314  -0.341
H  -4.589  -5.337  0.539
H  -2.124  -5.514  0.504
H  -0.768  -3.668  -0.396
H  2.231  -3.114  -0.500
H  4.533  -2.650  -0.538
H  5.639  -1.152  -1.999
H  4.694  -0.042  -3.827
H  0.654  -0.630  -3.408
S  -2.146  3.647  -2.284
C  -3.634  3.139  -1.512
S  -3.647  1.417  -1.156
C  -4.616  3.981  -1.141
C  -5.792  3.479  -0.477
N  -6.709  3.067  0.079
C  -4.446  5.400  -1.328
N  -4.259  6.528  -1.434

Atomic partial charges in e from the Mulliken method, atoms 1 to 99: Ta -0.789; C -0.918; S -0.050; C -1.060; C 0.008; C -0.810; N 0.634; P 1.427; C 0.970; C -0.722; C -0.770; C -0.663; C -0.790; C -0.291; C -0.315; C 0.913; C -0.828; C -0.871; C -0.918; C -0.786; P -0.170; C 0.703; C 0.171; C -1.412; C -0.801; C -0.863; C -0.730; C 0.867; C -1.161; C -1.064; C -0.623; C -1.142; C -1.227; H 0.388; H 0.238; H 0.329; H 0.498; H 0.442; H 0.117; H -0.053; H 0.163; H 0.866; H 0.431; H 0.475; H 0.431; H 0.460; H 0.468; H 0.200; H 0.534; H 0.442; H 0.532; H 0.678; H 0.867; H 0.525; H 0.436; H 0.435; H 0.594; H 0.593; H 0.780; H 0.638; H 0.586; H 0.600; O -0.497; C 0.314; C 0.561; C -0.963; C -0.796; C -0.841; C -0.915; C 1.295; P 1.036; C 1.233; C -0.868; C -0.834; C -0.679; C -0.781; C -0.162; C 1.582; C -0.515; C -1.736; C -1.070; C -0.298; C 1.808; H 0.617; H 0.474; H 0.502; H 0.595; H 0.439; H 0.478; H 0.435; H 0.494; H 0.424; H 1.026; H 0.561; H 0.464; H 0.606; H -0.829; S -0.438; C 0.546


Record 2
Entry from OMol25: 12 unconnected molecules or ions with the total composition H24O12 (ωB97M-V/def2-TZVPD).

Values from the calculation:
- Net charge: 0
- SMILES: O.O.O.O.O.O.O.O.O.O.O.O
- LUMO: -0.4 eV
- Highest occupied orbital energy: -10.69 eV
- Frontier orbital gap: 0.377 Ha
- Multiplicity: 1

Atoms and positions in Å:
O  1.509  2.035  2.132
H  1.670  2.598  2.895
H  0.587  2.226  1.882
O  0.537  -0.884  2.301
H  1.429  -1.180  2.530
H  -0.035  -1.636  2.498
O  1.659  -2.585  0.071
H  0.838  -2.180  0.360
H  2.235  -1.816  -0.128
O  2.325  2.176  -2.076
H  1.535  2.088  -1.525
H  2.024  1.904  -2.950
O  -1.790  -2.338  -0.116
H  -2.703  -2.045  0.009
H  -1.798  -3.289  0.045
O  -1.238  -2.438  -3.170
H  -1.492  -3.340  -3.389
H  -1.497  -2.335  -2.241
O  2.705  0.016  -0.124
H  2.709  0.589  -0.912
H  2.137  0.477  0.507
O  0.421  -0.072  -2.973
H  1.100  -0.311  -3.610
H  -0.081  -0.898  -2.854
O  -1.096  2.850  1.305
H  -1.190  2.066  0.724
H  -1.898  2.897  1.835
O  -0.734  0.461  0.062
H  -1.139  -0.295  -0.383
H  -0.471  0.102  0.930
O  -2.380  0.934  -2.563
H  -1.450  0.911  -2.291
H  -2.888  0.997  -1.748
O  -0.882  0.877  4.239
H  -0.194  0.582  3.622
H  -0.463  0.857  5.105

How positive or negative is each atom? The natural (NBO) charges in e answer that: O -0.990; H 0.475; H 0.497; O -0.974; H 0.507; H 0.484; O -0.983; H 0.457; H 0.507; O -0.944; H 0.482; H 0.477; O -0.973; H 0.487; H 0.495; O -0.962; H 0.480; H 0.484; O -0.988; H 0.501; H 0.489; O -0.981; H 0.476; H 0.498; O -0.981; H 0.499; H 0.480; O -0.988; H 0.489; H 0.505; O -0.943; H 0.486; H 0.458; O -0.965; H 0.491; H 0.466


Record 3
Entry from OMol25: a molecular structure, C20H33Br2N7OPb (ωB97M-V/def2-TZVPD).

Values from the calculation:
- Net charge: +4
- LUMO (alpha / beta): -12.1 / -13.0 eV
- Highest occupied orbital energy (alpha / beta): -18.70 / -18.70 eV
- Frontier orbital gap (alpha / beta): 0.241 / 0.209 Ha
- Multiplicity: 1

Atoms and positions in Å:
Pb  -0.188  0.280  -0.412
N  1.110  0.526  -2.585
C  0.980  -0.370  -3.768
C  1.955  -1.548  -3.791
N  1.655  -2.605  -2.848
C  0.464  -3.406  -3.077
C  -0.533  -3.399  -1.922
N  -1.333  -2.163  -1.957
C  2.696  -3.128  -1.974
C  3.437  -2.100  -1.128
N  2.549  -1.449  -0.150
H  2.098  0.685  -2.395
H  0.762  1.439  -2.877
H  -0.053  -0.707  -3.847
H  1.205  0.193  -4.676
H  1.884  -2.004  -4.787
H  2.983  -1.219  -3.656
H  -0.016  -3.057  -3.991
H  0.815  -4.431  -3.254
H  -1.143  -4.300  -2.022
H  -0.014  -3.468  -0.965
H  -1.872  -2.155  -2.821
H  -2.041  -2.226  -1.228
H  2.256  -3.912  -1.358
H  3.422  -3.618  -2.642
H  4.266  -2.635  -0.659
H  3.891  -1.332  -1.754
H  2.229  -2.146  0.519
H  3.125  -0.819  0.406
Br  0.670  6.988  1.483
C  0.524  5.222  0.937
C  1.379  4.248  1.441
C  1.215  2.954  1.000
N  0.289  2.593  0.100
C  -0.535  3.538  -0.402
C  -0.449  4.854  0.009
C  -1.531  3.088  -1.417
C  -2.315  3.982  -2.122
C  -3.221  3.511  -3.070
Br  -4.281  4.695  -4.021
C  -3.312  2.138  -3.290
C  -2.495  1.312  -2.555
N  -1.617  1.758  -1.640
H  2.150  4.493  2.157
H  1.859  2.169  1.381
H  -1.121  5.609  -0.371
H  -2.234  5.046  -1.961
H  -4.004  1.730  -4.013
H  -2.548  0.237  -2.689
C  -4.558  0.469  9.247
N  -4.378  0.450  7.817
C  -5.537  0.471  6.974
C  -3.030  0.387  7.207
C  -1.886  0.381  8.161
O  -2.979  0.335  6.012
H  -5.616  0.468  9.489
H  -4.079  1.363  9.663
H  -4.063  -0.399  9.693
H  -6.148  1.338  7.249
H  -6.141  -0.417  7.200
H  -5.250  0.494  5.931
H  -1.912  1.251  8.819
H  -0.964  0.388  7.589
H  -1.911  -0.513  8.787

How positive or negative is each atom? The natural (NBO) charges in e answer that: Pb 1.492; N -0.880; C -0.231; C -0.288; N 0.049; C -0.282; C -0.228; N -0.873; C -0.284; C -0.235; N -0.867; H 0.402; H 0.412; H 0.219; H 0.251; H 0.289; H 0.248; H 0.238; H 0.287; H 0.245; H 0.208; H 0.384; H 0.393; H 0.245; H 0.295; H 0.246; H 0.207; H 0.380; H 0.392; Br 0.260; C -0.022; C -0.248; C 0.077; N -0.613; C 0.171; C -0.224; C 0.186; C -0.228; C -0.022; Br 0.269; C -0.249; C 0.065; N -0.623; H 0.276; H 0.211; H 0.260; H 0.261; H 0.276; H 0.205; C -0.472; N -0.023; C -0.472; C 0.678; C -0.739; O -0.443; H 0.266; H 0.281; H 0.279; H 0.281; H 0.284; H 0.265; H 0.268; H 0.275; H 0.273


Record 4
Entry from OMol25: a gas-phase ion, C7H15N4 (charge +1) at a distorted geometry (ωB97M-V/def2-TZVPD).

Values from the calculation:
- Net charge: +1
- SMILES: C[NH+](C)[C@H](NN)c1cc[nH]c1
- LUMO: -2.3 eV
- Highest occupied orbital energy: -12.11 eV
- Frontier orbital gap: 0.359 Ha
- Multiplicity: 1

Atoms and positions in Å:
C  -2.161  0.359  0.745
N  -0.834  0.761  0.619
C  -0.746  1.835  -0.483
C  0.345  -0.623  0.447
N  1.230  -0.450  1.374
N  0.785  -0.387  2.705
C  0.789  -0.890  -0.918
C  1.848  -0.139  -1.400
C  2.135  -0.641  -2.670
N  1.349  -1.761  -2.782
C  0.488  -1.917  -1.790
H  -2.735  0.077  -0.165
H  -2.126  -0.654  1.420
H  -2.802  1.006  1.387
H  -0.400  1.188  1.497
H  -1.042  1.492  -1.564
H  -1.471  2.568  -0.157
H  0.309  2.253  -0.490
H  -0.496  -1.157  0.850
H  2.181  -0.081  1.203
H  -0.013  -0.978  2.679
H  1.639  -0.755  3.203
H  2.374  0.848  -1.041
H  2.854  -0.423  -3.426
H  1.355  -2.283  -3.665
H  0.052  -2.936  -1.590

How positive or negative is each atom? The natural (NBO) charges in e answer that: C -0.441; N -0.498; C -0.427; C 0.201; N -0.426; N -0.651; C -0.212; C -0.295; C -0.047; N -0.465; C -0.030; H 0.247; H 0.187; H 0.240; H 0.433; H 0.243; H 0.216; H 0.226; H 0.186; H 0.414; H 0.358; H 0.393; H 0.239; H 0.236; H 0.431; H 0.245


Record 5
Entry from OMol25: 2 unconnected molecules or ions with the total composition CH8N2 at a distorted geometry (ωB97M-V/def2-TZVPD).

Values from the calculation:
- Net charge: 0
- SMILES: CN.N
- LUMO: 0.9 eV
- Highest occupied orbital energy: -8.80 eV
- Frontier orbital gap: 0.355 Ha
- Multiplicity: 1

Atoms and positions in Å:
C  -2.135  -0.827  0.667
N  -1.667  0.519  0.314
H  -2.338  -1.015  1.724
H  -3.013  -1.012  0.038
H  -1.367  -1.545  0.344
H  -0.825  0.844  0.740
H  -1.873  0.774  -0.630
N  3.432  0.816  -0.724
H  2.636  0.529  -0.159
H  3.072  0.876  -1.669
H  4.080  0.042  -0.645

How positive or negative is each atom? The natural (NBO) charges in e answer that: C -0.405; N -0.875; H 0.191; H 0.194; H 0.162; H 0.366; H 0.368; N -1.063; H 0.351; H 0.356; H 0.356


Record 6
Entry from OMol25: C6H9N in the gas phase (ωB97M-V/def2-TZVPD).

Values from the calculation:
- Net charge: 0
- SMILES: C#CCNC(=C)C
- LUMO: 1.0 eV
- Highest occupied orbital energy: -8.65 eV
- Frontier orbital gap: 0.354 Ha
- Multiplicity: 1

Atoms and positions in Å:
C  1.996  -0.938  0.811
C  0.819  -1.153  0.676
C  -0.642  -1.367  0.680
N  -1.399  -0.479  -0.245
C  -0.475  0.503  -0.700
C  0.340  0.156  -1.691
C  -0.311  1.708  0.186
H  3.053  -0.781  0.777
H  -0.841  -2.405  0.404
H  -0.961  -1.196  1.713
H  -2.175  -0.042  0.251
H  1.222  0.739  -1.933
H  0.194  -0.793  -2.198
H  0.711  2.090  0.144
H  -0.527  1.457  1.235
H  -1.003  2.500  -0.110

How positive or negative is each atom? The natural (NBO) charges in e answer that: C -0.254; C 0.001; C -0.307; N -0.629; C 0.166; C -0.414; C -0.666; H 0.239; H 0.223; H 0.215; H 0.362; H 0.198; H 0.207; H 0.227; H 0.209; H 0.222


Computed values of molecular weight (unit: Da) for the preceding records, in sequence: 1084.0; 216.2; 754.5; 155.2; 48.1; 95.1.